No. 1
{
  "formula": "C10H26NSi",
  "method": "ωB97M-V/def2-TZVPD",
  "species": ["C", "C", "C", "C", "C", "C", "C", "C", "C", "C", "N", "Si", "H", "H", "H", "H", "H", "H", "H", "H", "H", "H", "H", "H", "H", "H", "H", "H", "H", "H", "H", "H", "H", "H", "H", "H", "H", "H"],
  "xyz": [[1.019, 1.850, 0.768], [1.369, 1.497, -1.581], [2.802, 0.333, 0.062], [-2.104, 1.161, -1.070], [-2.567, -1.139, -0.020], [-2.083, 0.812, 1.447], [1.167, -2.287, 1.395], [1.323, 0.742, -0.250], [-1.888, 0.218, 0.070], [0.313, -0.408, -0.156], [0.293, -1.146, 1.070], [0.394, -1.650, -1.672], [1.908, 2.530, 0.649], [0.115, 2.464, 0.559], [1.056, 1.537, 1.881], [2.002, 1.016, -2.271], [0.321, 1.454, -1.972], [1.766, 2.471, -1.397], [2.889, 0.015, 1.073], [3.458, 1.148, -0.163], [3.209, -0.461, -0.479], [-1.781, 2.204, -1.013], [-1.620, 0.864, -2.044], [-3.236, 1.142, -1.256], [-3.410, -0.943, -0.731], [-2.054, -1.969, -0.450], [-2.909, -1.555, 0.869], [-2.139, -0.040, 2.148], [-1.311, 1.526, 1.572], [-3.107, 1.397, 1.547], [1.021, -3.050, 0.629], [2.186, -1.821, 1.415], [1.046, -2.478, 2.394], [-0.735, -1.459, 1.034], [0.359, -0.544, 1.898], [-0.630, -2.536, -1.236], [-0.155, -0.861, -2.782], [1.715, -2.036, -1.935]],
  "total_energy_ev": -20148.796,
  "homo_ha": -0.4490,
  "fmax_ev_per_a": 3.86,
  "lumo_energy_ev": -3.134,
  "relative_energy_kj_mol": 127.7,
  "charge": 1,
  "orbital_gap_ha": 0.33378
}

No. 2
{
  "formula": "C22H41BrIrNP3S",
  "method": "ωB97M-V/def2-TZVPD",
  "species": ["Ir", "P", "P", "P", "H", "C", "C", "H", "C", "C", "C", "C", "C", "C", "C", "C", "C", "H", "H", "H", "H", "H", "H", "H", "H", "H", "H", "H", "H", "H", "H", "H", "H", "H", "H", "H", "H", "H", "H", "H", "H", "H", "H", "H", "H", "H", "C", "C", "C", "C", "C", "C", "S", "H", "H", "H", "H", "H", "H", "Br", "C", "C", "C", "C", "N", "C", "H", "H", "H", "H"],
  "xyz": [[-0.120, 1.029, 0.793], [-1.738, 2.385, 0.241], [-1.896, -1.594, 1.811], [1.797, 1.523, -0.262], [-0.970, -3.866, -1.140], [0.004, -3.432, -1.462], [0.857, -2.772, -0.692], [0.936, -2.880, 0.390], [-2.676, 2.026, -1.277], [-3.000, 2.340, 1.590], [-1.000, 4.057, 0.229], [-1.195, -3.287, 2.020], [-2.299, -1.110, 3.550], [-3.558, -1.972, 1.143], [3.094, 0.282, -0.633], [2.631, 2.656, 0.935], [1.691, 2.525, -1.807], [0.371, -3.665, -2.470], [1.515, -2.021, -1.108], [-3.335, 2.837, -1.596], [-3.316, 1.151, -1.127], [-1.963, 1.803, -2.071], [-3.749, 3.140, 1.525], [-2.494, 2.457, 2.556], [-3.520, 1.368, 1.600], [-1.738, 4.846, 0.056], [-0.237, 4.089, -0.556], [-0.507, 4.218, 1.198], [-2.003, -4.013, 2.194], [-0.494, -3.244, 2.875], [-0.684, -3.540, 1.076], [-3.344, -1.386, 3.773], [-2.161, -0.015, 3.611], [-1.610, -1.647, 4.220], [-3.946, -2.849, 1.670], [-3.479, -2.181, 0.065], [-4.227, -1.114, 1.296], [4.019, 0.814, -0.899], [2.799, -0.351, -1.476], [3.252, -0.345, 0.249], [3.405, 3.229, 0.405], [3.086, 2.068, 1.745], [1.907, 3.350, 1.388], [2.224, 1.990, -2.601], [2.126, 3.509, -1.616], [0.655, 2.617, -2.138], [0.897, -0.766, -4.330], [0.319, -0.249, -5.544], [0.434, -0.979, -6.716], [1.151, -2.196, -6.697], [1.842, -2.622, -5.574], [1.746, -1.894, -4.395], [0.458, -0.079, -2.860], [-1.115, 0.132, 1.756], [-0.168, 0.738, -5.508], [-0.050, -0.606, -7.630], [1.156, -2.808, -7.592], [2.490, -3.495, -5.599], [2.328, -2.136, -3.523], [2.032, -2.740, 4.782], [1.623, -0.935, 4.259], [1.446, 0.044, 5.236], [0.963, 1.281, 4.801], [0.694, 1.491, 3.459], [0.961, 0.547, 2.537], [1.443, -0.666, 2.895], [1.656, -0.146, 6.291], [0.755, 2.105, 5.464], [0.224, 2.399, 3.067], [1.607, -1.447, 2.146]],
  "multiplicity": 6,
  "total_energy_ev": -136506.217,
  "homo_ha": [-0.7190, -0.7325],
  "fmax_ev_per_a": 3.86,
  "lumo_energy_ev": [-11.760, -14.607],
  "relative_energy_kj_mol": 184.0,
  "charge": 4,
  "orbital_gap_ha": [0.28677, 0.19574]
}